Density functional theory data (ωB97M-V/def2-TZVPD) for C19H22N2O4S as an isolated structure at a distorted geometry.

Values from the calculation:
Gap between HOMO and LUMO in eV: 9.004
HOMO level in hartree: -0.319
ΔE to the lowest compared entry with this formula, charge and spin in kJ/mol: 442.8
E_tot in a.u.: -1545.76724
Total charge: 0

Each line ends with the natural charge from an NBO analysis.
Atoms and positions in Å:
O: 0.611831 2.203336 1.223072  -0.60
O: 5.460295 1.577547 2.955483  -0.60
O: 2.163895 -0.122558 0.284691  -0.67
O: 4.336535 1.325767 0.993832  -0.68
S: 0.510013 3.227499 -3.554509  0.38
C: -0.064044 1.763755 0.233309  0.68
C: 4.449358 1.193502 2.362254  0.77
C: 1.393169 -0.912067 0.939338  0.73
C: 0.931456 2.336848 -2.025941  -0.30
C: -0.073039 2.363949 -1.074769  -0.18
C: -3.411352 4.253730 -3.068992  -0.20
C: -3.562718 3.831924 -1.742117  -0.21
C: -2.234994 3.996304 -3.682976  -0.22
C: -2.556295 3.167762 -1.076522  -0.21
C: -1.150673 3.464138 -3.050056  -0.18
C: -1.326789 2.982696 -1.691842  -0.03
N: 2.041663 -1.935155 1.777155  -0.48
N: -0.597726 0.517128 0.340453  -0.44
C: 1.389727 -3.265069 2.001279  -0.41
C: -0.535912 -0.432353 2.693921  -0.64
C: 3.395014 0.458892 3.175783  -0.52
C: 3.409467 -1.788159 2.026043  -0.26
C: -1.470608 -0.089312 -0.561561  -0.21
C: 3.729255 -1.026524 3.208512  -0.38
C: -1.026848 -1.407097 0.221818  -0.39
C: -0.129217 -0.557666 1.155069  0.06
H: 3.433974 1.009688 0.804405  0.51
H: 1.971400 1.901620 -1.755507  0.28
H: -4.166084 4.710277 -3.597060  0.22
H: -4.412984 4.152894 -1.174462  0.22
H: -1.929196 4.392655 -4.636933  0.21
H: -2.549911 2.818620 -0.058862  0.22
H: 1.742550 -3.744007 2.954592  0.22
H: 0.189420 -3.197535 2.083909  0.21
H: 1.589223 -3.847469 1.102501  0.20
H: -0.610623 -1.307064 3.375684  0.23
H: -1.463309 0.153839 2.776010  0.23
H: 0.171115 0.302522 3.208715  0.25
H: 3.474191 0.784039 4.240557  0.25
H: 2.355879 0.700904 2.806522  0.23
H: 4.038344 -1.249781 1.336103  0.24
H: 3.995529 -2.783069 2.171344  0.21
H: -2.584808 0.015476 -0.615804  0.20
H: -1.106399 -0.087766 -1.618118  0.20
H: 4.789234 -1.142749 3.522553  0.23
H: 3.136944 -1.309836 4.208584  0.19
H: -0.456788 -2.086387 -0.503919  0.22
H: -1.888664 -1.915188 0.706954  0.22

Cartesian forces (eV/Å) of the 6 atoms listed first:
-1.9 -0.8 -2.9
-1.7 -0.6 -1.6
-3.2 -2.7 1.7
-0.4 -0.2 2.2
0.2 -1.1 1.2
3.6 0.0 4.6